Entry 1:
4 unconnected molecules or ions with the total composition C4H13NO3, computed with ωB97M-V/def2-TZVPD.

Structure (XYZ):
```
21
C4H13NO3, DFT ωB97M-V/def2-TZVPD
C -0.7465 -0.8971 -0.0695
C 0.7114 -0.4621 -0.2622
N 1.0130 -0.2564 -1.6080
C 0.5096 0.9203 3.9701
C 1.3543 -0.0415 3.4754
O 1.9712 -0.2668 2.4141
H -1.0273 -0.8649 0.9678
H -0.8652 -1.8502 -0.5584
H -1.3636 -0.1828 -0.5929
H 1.4493 -1.0719 0.2615
H 0.9301 0.4590 0.3460
H 2.0053 -0.1213 -1.8178
H 0.3727 1.9177 3.5967
H 0.1317 0.6934 4.9403
H 1.3665 -0.9434 4.1201
H -2.1330 -0.6562 -4.4427
H 0.3852 0.3715 -2.1303
O -1.9195 -0.6417 -3.5073
H -1.2683 2.1954 -3.2179
H -1.7379 0.2885 -3.2195
O -1.1390 1.4105 -2.6655
```

* 2S+1: 2
* E_LUMO (spin up / spin down): -7.43 / -7.61 eV
* charge: +1
* electronic energy: -440.17136 Ha

Löwdin population analysis, charges in e, atoms 1 to 8: number 1, C, carries -0.02; number 2, C, carries -0.25; number 3, N, carries 0.29; number 4, C, carries 0.15; number 5, C, carries -0.34; number 6, O, carries 0.00; number 7, H, carries 0.08; number 8, H, carries 0.09


Entry 2:
A molecular structure, C3H2FLiNiO3, computed with ωB97M-V/def2-TZVPD.

Structure (XYZ):
```
11
C3H2FLiNiO3, DFT ωB97M-V/def2-TZVPD
O -0.1717 1.9842 0.1935
C -0.8535 1.2639 0.8915
C -0.2250 -0.7846 -0.7567
O -1.0026 -0.3405 0.1946
O -1.0574 1.1526 2.0768
C 1.1158 -0.8955 -0.7453
Li 0.9073 1.7015 -1.3310
F -0.9013 -1.0654 -1.8854
H 1.6268 -1.3219 -1.6077
H 1.6422 -0.7216 0.1927
Ni -1.0807 -0.9727 2.7771
```

* 2S+1: 3
* E_LUMO (spin up / spin down): -1.34 / -1.34 eV
* electronic energy: -1956.85948 Ha

Löwdin population analysis, charges in e, atoms 1 to 8: number 1, O, carries -0.03; number 2, C, carries -0.52; number 3, C, carries -0.56; number 4, O, carries -0.09; number 5, O, carries 0.00; number 6, C, carries 0.02; number 7, Li, carries 0.80; number 8, F, carries 0.08


Entry 3:
A molecular structure, C22H41BN6NiO4Si, computed with ωB97M-V/def2-TZVPD.

Structure (XYZ):
```
76
C22H41BN6NiO4Si, DFT ωB97M-V/def2-TZVPD
H -1.4475 -2.7155 1.3633
N -0.6098 -3.2307 -0.5222
B 0.3156 -4.4537 -2.5602
N -0.4954 -4.4179 -1.2364
C -1.0966 -5.4012 -0.5403
Ni 0.1904 -1.6150 -1.1100
H -1.1305 -6.4050 -0.9446
C -1.6110 -4.8573 0.6419
H -2.1535 -5.3756 1.4081
C -1.2834 -3.4926 0.6247
H 0.3401 -5.5138 -3.0999
C 3.0229 1.3412 -1.8335
H 2.5960 2.3348 -2.0063
H 2.3440 0.5686 -2.2295
H 3.9654 1.2432 -2.3798
N 1.7501 -3.9664 -2.1869
N -0.2605 -3.2985 -3.4234
N 1.9004 -2.7599 -1.5150
N -0.3594 -2.0098 -2.9082
C 2.9620 -4.5238 -2.3801
C -0.6394 -3.2868 -4.7153
H 3.0693 -5.4467 -2.9273
H -0.5732 -4.2004 -5.2937
C 3.9140 -3.6889 -1.8034
C -1.0450 -1.9876 -5.0399
C 3.2143 -2.6043 -1.2526
C -0.8339 -1.2084 -3.8916
H 4.9700 -3.8321 -1.7777
H -1.4422 -1.6551 -5.9823
H 3.5647 -1.7633 -0.6646
H -0.9625 -0.1424 -3.7184
H 3.1968 1.1658 -0.7714
C -3.2284 -0.0326 3.4761
C -2.6486 0.9337 2.4496
C -3.5855 0.9670 1.2463
C -2.4953 2.3042 3.1004
O -1.3558 0.4079 1.9991
Si -0.4396 1.0362 0.7615
O -0.1046 0.0393 -0.4493
O -1.2951 2.3716 0.2972
C -0.9192 3.4637 -0.5694
C -0.9534 2.9634 -2.0137
C -1.9506 4.5704 -0.3827
C 0.4441 4.0012 -0.1441
O 0.9803 1.6332 1.3578
C 1.8378 1.3836 2.4892
C 3.0640 0.5974 2.0549
C 2.2954 2.7354 3.0135
C 1.0805 0.6019 3.5492
H -4.2135 0.3339 3.8056
H -2.5856 -0.1165 4.3614
H -3.3684 -1.0274 3.0347
H -4.6149 1.2033 1.5552
H -3.2567 1.7235 0.5245
H -3.5761 -0.0219 0.7680
H -1.8574 2.2513 3.9931
H -2.0784 3.0422 2.4043
H -3.4875 2.6619 3.4152
H -1.9907 2.6945 -2.2660
H -0.6272 3.7648 -2.6952
H -0.3183 2.0771 -2.1470
H -2.0110 4.8725 0.6731
H -1.6377 5.4345 -0.9860
H -2.9403 4.2396 -0.7262
H 0.4163 4.2845 0.9185
H 1.2502 3.2732 -0.2972
H 0.6840 4.9050 -0.7265
H 3.6808 1.1623 1.3447
H 3.6630 0.4145 2.9539
H 2.7871 -0.3696 1.6202
H 1.4482 3.3314 3.3711
H 2.9809 2.5649 3.8486
H 2.8260 3.2939 2.2321
H 0.2033 1.1623 3.8971
H 0.7690 -0.3782 3.1655
H 1.7567 0.4440 4.3984
```

* 2S+1: 3
* E_LUMO (spin up / spin down): 0.64 / 0.64 eV
* electronic energy: -3315.35589 Ha

Löwdin population analysis, charges in e, atoms 1 to 8: number 1, H, carries 0.11; number 2, N, carries -0.04; number 3, B, carries -0.47; number 4, N, carries 0.00; number 5, C, carries -0.06; number 6, Ni, carries 0.67; number 7, H, carries 0.12; number 8, C, carries -0.06


> Among the records above, which one has the lowest electronic energy?

C22H41BN6NiO4Si